<1>
This record from the OMol25 dataset describes a cluster of 5 separate species, H10O5 in total. The level of theory is ωB97M-V with the def2-TZVPD basis set.

Values from the calculation:
gap between HOMO and LUMO	10.88	eV
LUMO	-0.11	eV
SMILES	O.O.O.O.O
E_HOMO	-10.983	eV

Structure (XYZ):
```
15
Properties=species:S:1:pos:R:3:nbo_charge:R:1
O 12.83000 -10.52000 -28.09500 -0.948
H 12.59100 -11.47600 -28.01400 0.454
H 12.16100 -10.27200 -28.71600 0.473
O 11.10600 -5.26300 -31.76600 -0.949
H 11.81700 -5.92100 -31.74500 0.484
H 11.59600 -4.53800 -32.12700 0.457
O 12.68700 -7.70600 -31.23600 -0.965
H 13.34500 -8.20200 -31.63900 0.470
H 12.08500 -8.32900 -30.89400 0.488
O 13.60900 -6.86900 -28.25700 -0.924
H 13.43600 -6.41700 -29.03800 0.464
H 13.65300 -7.72000 -28.52600 0.460
O 11.31600 -9.86100 -30.18400 -0.961
H 11.36200 -10.74100 -30.60700 0.498
H 10.41000 -9.57100 -30.18500 0.499
```


<2>
This record from the OMol25 dataset describes a cluster of 5 separate species, H10O5 in total. The level of theory is ωB97M-V with the def2-TZVPD basis set.

Values from the calculation:
gap between HOMO and LUMO	11.70	eV
LUMO	-0.10	eV
SMILES	O.O.O.O.O
E_HOMO	-11.797	eV

Structure (XYZ):
```
15
Properties=species:S:1:pos:R:3:nbo_charge:R:1
O 1.20674 -1.67445 0.01395 -0.933
H 0.63633 -0.90956 -0.12228 0.447
H 1.17125 -2.14601 -0.82590 0.484
O -3.14251 0.44459 2.73413 -0.923
H -2.50021 0.99968 2.27772 0.454
H -3.25973 -0.31025 2.14636 0.469
O 1.50213 -0.81353 -3.80608 -0.943
H 1.98238 -0.86164 -4.64036 0.474
H 1.20065 0.10086 -3.76142 0.469
O 0.40833 0.18100 2.63589 -0.910
H 0.19866 -0.33508 1.84933 0.457
H -0.18000 0.94244 2.58049 0.454
O 0.07974 1.77304 -0.52374 -0.925
H -0.17130 1.29659 0.27561 0.452
H 0.86754 1.31231 -0.83371 0.472
```


According to the calculations, the structures order from most to least stable as <1>, <2>.


<1>
This record from the OMol25 dataset describes a cluster of 5 separate species, H10O5 in total. The level of theory is ωB97M-V with the def2-TZVPD basis set.

Values from the calculation:
gap between HOMO and LUMO	10.74	eV
LUMO	0.30	eV
SMILES	O.O.O.O.O
E_HOMO	-10.437	eV

Structure (XYZ):
```
15
Properties=species:S:1:pos:R:3:nbo_charge:R:1
O 3.17020 0.56867 0.39280 -0.973
H 3.59420 -0.19533 0.70680 0.460
H 2.22420 0.55767 0.67480 0.500
O -0.50480 1.57867 -1.74620 -0.963
H 0.14720 2.03167 -2.33920 0.498
H -1.04880 1.00867 -2.21320 0.490
O 0.33220 0.68067 0.68780 -0.995
H -0.04780 1.11767 -0.07820 0.507
H -0.37880 0.29267 1.21880 0.493
O -0.19180 -1.38033 -1.15720 -0.980
H -0.72580 -2.14033 -0.90720 0.470
H -0.18180 -0.68533 -0.48420 0.487
O -2.02280 -1.10333 1.41780 -0.958
H -1.62780 -1.70033 2.03980 0.484
H -2.73780 -0.63133 1.78680 0.482
```


<2>
This record from the OMol25 dataset describes a cluster of 5 separate species, H10O5 in total. The level of theory is ωB97M-V with the def2-TZVPD basis set.

Values from the calculation:
gap between HOMO and LUMO	10.88	eV
LUMO	0.10	eV
SMILES	O.O.O.O.O
E_HOMO	-10.780	eV

Structure (XYZ):
```
15
Properties=species:S:1:pos:R:3:nbo_charge:R:1
O 0.40374 0.09662 -0.05485 -1.023
H -0.15137 0.90509 -0.09949 0.497
H 0.37998 -0.26067 0.86629 0.496
O 2.44513 -0.00444 -2.09034 -0.926
H 2.40420 0.28312 -3.06114 0.452
H 1.74237 0.52439 -1.78894 0.473
O -1.30479 -1.61565 -1.69196 -0.923
H -0.56281 -2.16500 -1.79214 0.458
H -0.93401 -1.19677 -1.04213 0.459
O -0.92247 2.28395 0.72761 -0.968
H -1.88510 2.17729 1.03082 0.499
H -0.32669 2.60899 1.36871 0.491
O -0.12594 -1.25448 2.35496 -0.969
H -0.16502 -1.21990 3.34415 0.496
H -0.99722 -1.16254 1.92845 0.489
```


<3>
This record from the OMol25 dataset describes a cluster of 5 separate species, H10O5 in total. The level of theory is ωB97M-V with the def2-TZVPD basis set.

Values from the calculation:
gap between HOMO and LUMO	10.67	eV
LUMO	0.05	eV
SMILES	O.O.O.O.O
E_HOMO	-10.618	eV

Structure (XYZ):
```
15
Properties=species:S:1:pos:R:3:nbo_charge:R:1
O -1.20232 -0.17983 -2.65190 -0.954
H -2.05900 0.21663 -2.49331 0.469
H -0.61887 0.56317 -2.80604 0.489
O -1.07562 -2.19921 3.20988 -0.940
H -0.47663 -1.80663 2.57480 0.473
H -1.25206 -1.49889 3.83809 0.457
O 1.50283 -1.29682 2.38346 -0.946
H 1.62445 -0.54181 2.95914 0.463
H 0.89993 -0.98823 1.70706 0.482
O 0.01493 -0.31812 0.08318 -0.968
H 0.52321 0.41770 -0.25808 0.468
H -0.72058 -0.40356 -0.52342 0.503
O 0.69139 2.39173 -2.74628 -0.954
H 1.33691 2.43825 -2.04103 0.474
H 0.81144 3.20561 -3.23558 0.483
```


According to the calculations, the structures order from most to least stable as <1>, <3>, <2>.